(1)
C3H6O3 | wB97M-V/def2-TZVPD

Geometry as XYZ:
```
12
Properties=species:S:1:pos:R:3:forces:R:3:mulliken_charge:R:1
C -1.042386 -0.166626 0.294691 -0.1 -0.4 -0.1 -0.62
H 0.137435 -2.000434 0.543301 0.0 0.2 0.0 0.28
O 0.842895 1.631700 -0.688866 0.3 -0.6 -0.2 -0.56
H -0.408684 1.604308 0.568453 -0.3 0.0 0.2 0.42
H -1.931706 -0.750230 0.540089 0.2 0.0 0.2 0.37
O -1.137716 1.070713 0.934596 -0.1 0.1 0.1 -0.54
C 1.137336 0.531485 -1.092966 0.1 0.3 0.0 0.23
C 0.249933 -0.913927 0.623220 -0.2 0.0 0.1 -0.22
H 0.613353 -0.674112 1.628458 0.0 0.1 -0.3 0.26
H 1.336769 0.338937 -2.153721 0.4 0.1 0.0 0.37
H -1.037205 -0.070448 -0.804285 -0.4 0.0 0.1 0.36
O 1.239981 -0.601362 -0.392972 0.0 0.0 -0.3 -0.33
```
Positions in Å, forces in eV/Å.

Computed properties:
Orbital gap, eV: 11.21
M, g mol⁻¹: 90.08
Highest occupied orbital energy, eV: -10.342
Structure (SMILES): O=COCCO
Relative energy (zero: lowest compared OMol25 entry of this formula, charge and spin), kcal/mol: 31.46
Electronic energy, eV: -9349.953



(2)
C3HN3O2 | wB97M-V/def2-TZVPD

Geometry as XYZ:
```
9
Properties=species:S:1:pos:R:3:forces:R:3:mulliken_charge:R:1
H -1.170026 1.126855 -1.221784 1.2 -1.4 1.6 0.25
O 1.922181 -0.770182 -0.812213 1.0 0.5 1.3 -0.50
O 0.117782 -1.217336 -1.794249 -1.4 -0.8 -0.6 -0.47
C -0.927773 -0.667145 0.950289 -0.5 -0.1 -0.7 0.27
N 0.675852 2.129319 1.332751 0.4 0.5 0.2 -0.29
N 0.730918 -0.731414 -0.894766 0.2 0.4 -0.9 0.90
C -0.076372 0.058030 0.080545 -1.3 0.9 -1.4 -0.31
N -1.721227 -1.118723 1.642440 -0.2 -0.4 0.4 -0.29
C 0.448662 1.190596 0.716986 0.6 0.4 0.2 0.44
```
Positions in Å, forces in eV/Å.

Computed properties:
Orbital gap (alpha / beta), eV: 8.34 / 8.89
M, g mol⁻¹: 111.06
Highest occupied orbital energy (alpha / beta), eV: -11.863 / -11.401
Relative energy (zero: lowest compared OMol25 entry of this formula, charge and spin), kcal/mol: 170.36
Electronic energy, eV: -11684.052